Computed, not measured: a single C3H3Cl4N molecule in a non-equilibrium geometry, with ωB97M-V/def2-TZVPD.

Output
E_HOMO (alpha / beta) = -9.257 / -10.198 eV
Relative energy (zero: lowest compared OMol25 entry of this formula, charge and spin) = 340.3 kJ/mol
Frontier orbital gap (alpha / beta) = 8.581 / 9.119 eV
SMILES = C/N=C(\Cl)C(Cl)(Cl)Cl
Multiplicity = 1
Total energy = -54734.9180 eV

Last column: Löwdin charge in e.
CARTESIAN COORDINATES (ANGSTROEM)
Cl1 2.590 1.449 -3.250  0.626
N1 1.012 0.527 -0.970  -0.001
C1 0.229 -0.099 0.009  -0.233
Cl2 -1.469 1.758 -2.049  0.707
C2 0.170 1.389 -2.211  -0.793
H1 -0.198 0.632 0.705  0.085
H2 0.926 -0.996 0.462  0.142
H3 -0.567 -0.530 -0.491  0.026
Cl3 0.944 3.857 -3.154  0.506
Cl4 0.242 1.513 -4.773  0.627
C3 0.947 1.997 -3.275  -1.692